Arrangement i

The following is a DFT calculation (wB97M-V/def2-TZVPD) of one molecule with the formula C4H7ClN2.

Its lowest unoccupied orbital energy (alpha / beta) is 0.88 / -1.98 eV. The calculation puts the HOMO energy (alpha / beta) at -0.2444 / -0.3758 Ha.

```
! wB97M-V def2-TZVPD RIJCOSX def2/J DEFGRID3
* xyz 0 3
N -0.497 -0.879 -1.341
H 1.750 -2.007 0.838
C -0.686 0.138 -0.250
H 1.386 -0.917 2.126
H 0.086 -1.865 1.467
Cl -1.875 -0.090 0.992
H 1.201 0.649 -0.006
C 1.004 -1.296 1.260
C 0.740 -0.296 0.178
N 0.698 -1.117 -1.080
H -1.967 1.736 -0.888
H -0.402 2.426 -0.340
H -0.544 1.829 -1.956
C -0.895 1.688 -0.999
*
```

=====

Arrangement ii

The following is a DFT calculation (wB97M-V/def2-TZVPD) of a 2-piece molecular cluster, C4H7ClN2 overall.

Its lowest unoccupied orbital energy (alpha / beta) is 0.93 / -2.85 eV. The calculation puts the HOMO energy (alpha / beta) at -0.2657 / -0.3597 Ha.

```
! wB97M-V def2-TZVPD RIJCOSX def2/J DEFGRID3
* xyz 0 3
C 1.350 -1.572 -0.751
C 1.016 -0.351 0.157
H -1.232 2.865 0.598
H 0.749 -2.451 -0.547
H 1.363 -0.735 1.175
H -1.725 -1.105 0.305
H -2.619 0.411 -0.215
C -1.739 -0.042 0.068
H 2.392 -1.769 -0.469
C -0.462 0.408 0.232
N 1.363 1.101 -0.286
N 0.227 1.572 -0.070
Cl -1.941 3.059 1.639
H 1.258 -1.391 -1.838
*
```

=====

We find arrangement i to be the most stable, with the next structure 0.360 eV higher.

=====

Arrangement i

The following is a DFT calculation (wB97M-V/def2-TZVPD) of a 7-piece molecular cluster, C28H56O7 overall.

Its lowest unoccupied orbital energy is 0.52 eV. The SMILES is C1CCOC1.C1CCOC1.C1CCOC1.C1CCOC1.C1CCOC1.C1CCOC1.C1CCOC1. The calculation puts the HOMO energy at -0.3462 Ha.

```
! wB97M-V def2-TZVPD RIJCOSX def2/J DEFGRID3
* xyz 0 1
C 1.079 0.237 8.291
C -1.589 2.149 0.840
H -5.820 -2.625 -6.779
H 8.266 -5.030 0.294
H -5.458 -1.301 -4.937
C 1.518 1.334 9.198
H -3.912 1.718 3.005
H -4.942 -3.274 -2.979
H -4.995 5.734 -7.106
C -2.702 2.937 1.560
H 3.458 -0.827 9.220
H -3.765 -4.614 -5.673
H 5.867 -5.641 1.819
H -4.576 8.185 -8.684
H -2.404 3.321 2.536
H 8.818 3.775 -2.551
H 2.646 0.681 6.716
C -4.816 -4.354 -5.796
H -6.433 -2.696 -3.660
H -1.238 0.245 1.777
H -5.505 5.998 -5.396
C -3.729 1.819 1.936
H -3.798 -1.883 -4.561
C -5.673 7.634 -6.772
H 2.369 -1.017 7.237
O 2.843 1.078 9.535
H -2.853 -5.452 5.601
C -3.877 -7.276 2.980
H 7.325 -3.158 -0.799
C -1.889 -6.266 3.726
C -4.229 -6.607 4.289
H 7.060 -6.063 -0.346
C -1.864 0.669 0.992
H 4.740 -3.035 -1.034
C 2.407 0.025 7.554
C -3.068 -5.648 4.550
H -1.711 0.068 0.096
C 3.384 0.131 8.704
H -5.936 8.126 -5.835
C -4.886 -2.904 -6.291
C 7.949 4.390 -2.316
C 5.257 -3.869 -0.560
H 1.481 2.267 8.635
H -5.222 -6.182 4.144
H 0.284 0.482 7.586
H -5.186 -5.135 -6.461
H -1.158 -6.635 4.444
H -4.873 9.407 -7.577
O -3.194 0.612 1.365
H -4.336 -7.249 5.164
H 0.710 -0.684 8.742
H -4.742 1.977 1.565
H 4.406 0.393 8.427
H -1.738 2.555 -0.161
H 4.601 -4.644 -0.955
O 5.320 -3.857 0.875
C -5.040 6.440 -6.277
H -3.470 7.294 -4.984
H 0.863 1.381 10.069
C 6.011 4.874 -0.969
H 8.069 5.385 -2.745
H -0.556 2.401 1.077
H -6.514 7.558 -7.461
H -4.254 -6.674 2.152
H 8.063 5.405 -0.477
O 5.578 3.993 -2.000
C -4.595 8.353 -7.607
H 7.862 3.678 -0.295
H -4.095 -2.707 -7.016
O -2.446 -7.276 2.935
C 6.333 -4.797 1.311
H 5.370 4.692 -0.106
C -4.793 -2.164 -4.905
H 6.588 4.315 -3.879
C 6.721 -4.061 -0.888
C 7.543 4.538 -0.884
H 5.848 5.900 -1.299
H -4.380 -8.224 3.171
C -5.478 -3.152 -3.921
O -5.601 -4.363 -4.636
O -3.390 7.948 -6.880
H -3.211 3.694 0.964
C 6.650 3.747 -2.951
H -1.393 -5.448 3.204
H 6.917 2.702 -3.106
H -3.247 -4.639 4.178
C -3.612 6.891 -5.986
H 6.827 -4.368 -1.929
C 7.193 -5.084 0.115
H 6.950 -4.279 2.046
H -2.979 6.028 -6.194
*
```

=====

Arrangement ii

The following is a DFT calculation (wB97M-V/def2-TZVPD) of a 7-piece molecular cluster, C28H56O7 overall.

Its lowest unoccupied orbital energy is 0.68 eV. The SMILES is C1CCOC1.C1CCOC1.C1CCOC1.C1CCOC1.C1CCOC1.C1CCOC1.C1CCOC1. The calculation puts the HOMO energy at -0.3339 Ha.

```
! wB97M-V def2-TZVPD RIJCOSX def2/J DEFGRID3
* xyz 0 1
C 3.421 -4.392 1.388
H -6.076 5.167 1.951
C -1.127 -3.182 2.132
C -2.382 1.717 -3.313
H -2.578 0.484 -5.346
H 1.325 -1.328 -5.430
H 4.038 -3.218 3.230
C -2.527 -4.468 3.475
H 0.245 4.821 1.514
O 2.890 -1.454 -3.048
H -2.667 2.968 1.582
H -3.211 -4.848 2.936
C 1.149 5.116 2.149
H -3.684 3.041 -0.160
H -4.859 1.244 0.913
H -2.727 -4.278 4.754
H 1.119 3.092 2.877
H -2.105 -1.294 -2.989
H 3.047 4.514 -0.357
C 3.946 -1.981 -3.980
H -2.921 -2.733 2.273
C 4.360 -2.663 0.092
H -1.250 1.164 -0.294
H 1.119 -0.591 2.111
H 2.611 6.457 2.007
O -3.463 1.232 -2.454
C -1.057 0.283 0.218
H 4.203 -1.362 -6.085
H -3.056 -1.635 -4.235
H -1.290 -2.794 1.002
H -1.073 0.138 2.158
H -5.793 2.975 3.063
H 1.658 1.041 1.441
C 2.224 5.820 1.323
H -2.191 -2.448 3.768
H 0.886 5.602 3.055
H -4.851 -0.080 -3.388
H 2.593 3.999 3.354
H 4.101 -2.012 -0.649
C 2.241 -0.431 -3.782
C -5.802 2.923 2.035
H 2.294 -4.514 1.562
H 5.309 -3.105 -0.371
H 4.781 -1.416 -3.819
C 4.520 -2.313 1.567
H -0.533 1.906 1.484
H 3.008 0.281 -3.876
C -4.670 2.155 1.617
H 3.707 -1.737 1.549
H 4.247 4.783 0.751
C -2.725 -0.726 -3.593
H 1.406 -0.062 -3.273
C -3.631 3.113 1.019
C -1.232 -5.253 3.175
C -3.880 -0.038 -2.827
C 4.287 -3.586 2.299
C -5.527 4.418 1.488
H 5.446 -1.787 1.658
O -0.915 -4.633 1.982
H -2.687 2.390 -3.883
C 3.100 4.690 0.767
H -1.276 1.892 -2.796
H 3.932 -5.356 1.398
C 2.269 -0.868 -5.232
H -2.058 -0.118 0.252
H -6.545 2.653 1.668
C 0.936 0.162 1.408
C 3.380 -1.900 -5.325
O 2.559 3.486 1.371
C -2.120 0.441 -4.248
O -4.103 4.422 1.523
H -0.150 -2.737 2.433
H 1.821 -1.051 -0.166
C 1.046 -0.480 0.002
O -0.274 -0.839 -0.313
H 1.300 0.259 -0.703
H 4.323 -2.980 -3.744
H -6.002 4.385 0.513
H -1.163 -6.308 3.021
H -4.269 1.658 2.507
C -2.295 -3.066 3.000
H -0.482 -5.274 3.826
H -4.183 -0.603 -1.807
O 3.358 -3.684 0.107
H 2.474 -0.128 -6.077
H 5.202 -3.971 2.500
C -0.442 0.785 1.443
H 3.212 -2.786 -5.949
C 1.867 3.842 2.526
H -1.073 0.443 -4.268
H 1.968 6.550 0.561
*
```

=====

We find arrangement i to be the most stable, with the next structure 9.163 eV higher.

=====

Arrangement i

The following is a DFT calculation (wB97M-V/def2-TZVPD) of a 2-piece molecular cluster, C2HNO2 overall.

Its lowest unoccupied orbital energy is -1.48 eV. The calculation puts the HOMO energy at -0.3547 Ha.

```
! wB97M-V def2-TZVPD RIJCOSX def2/J DEFGRID3
* xyz 0 1
O 0.992 -1.396 0.060
C 0.432 -0.916 -0.810
O -0.571 0.805 -0.340
C -0.471 1.057 0.840
N -0.387 1.431 1.927
H 0.006 -0.980 -1.677
*
```

=====

Arrangement ii

The following is a DFT calculation (wB97M-V/def2-TZVPD) of one molecule with the formula C2HNO2.

Its lowest unoccupied orbital energy is -0.33 eV. The SMILES is N#CC(=O)O. The calculation puts the HOMO energy at -0.4516 Ha.

```
! wB97M-V def2-TZVPD RIJCOSX def2/J DEFGRID3
* xyz 0 1
C -0.246 -0.014 -0.719
H 0.074 -1.420 0.630
N 0.339 1.361 1.651
C 0.050 0.765 0.703
O 0.275 -1.206 -0.513
O -0.492 0.514 -1.752
*
```

=====

We find arrangement ii to be the most stable, with the next structure 1.350 eV higher.